# 1
Below is C5H9NO in the gas phase in a non-equilibrium geometry, with properties calculated with ωB97M-V/def2-TZVPD.

SMILES string   C[C@H]1N[C@H]1[C@H]1CO1
LUMO energy   0.0398 hartree
Orbital gap   10.8 eV

Atoms and positions in Å:
1 C -1.77 -0.12 -0.62
2 C -1.10 0.57 0.55
3 N -0.56 -0.23 1.63
4 C 0.36 0.53 0.77
5 C 1.14 -0.52 0.04
6 C 1.92 -0.26 -1.18
7 O 2.55 -0.45 0.08
8 H -1.93 0.59 -1.44
9 H -2.74 -0.52 -0.32
10 H -1.17 -0.95 -1.01
11 H -1.59 1.49 0.86
12 H -0.69 0.11 2.57
13 H 0.89 1.41 1.13
14 H 0.60 -1.41 0.43
15 H 2.13 -1.02 -1.93
16 H 1.97 0.77 -1.56

Electronic structure analysis, natural (NBO) charges in units of e: -0.623 -0.067 -0.615 -0.122 0.023 -0.117 -0.487 0.214 0.216 0.218 0.193 0.366 0.213 0.226 0.186 0.176

***

# 2
Below is a molecular structure, C5H9NO3 in a non-equilibrium geometry, with properties calculated with ωB97M-V/def2-TZVPD.

LUMO energy   0.0069 hartree
Orbital gap   9.6 eV

Atoms and positions in Å:
1 C 0.18 -1.78 -0.95
2 C 0.28 -0.23 -0.81
3 C 0.91 0.25 0.46
4 C 0.63 1.74 0.58
5 C -1.03 2.00 0.87
6 H 0.09 -3.62 0.43
7 H -1.45 -2.21 0.53
8 H 1.17 -1.91 -1.02
9 H -0.40 -2.28 -1.65
10 H 1.83 0.19 0.11
11 H 0.73 -0.16 1.32
12 H 0.56 2.27 -0.28
13 H 1.14 2.16 1.25
14 H -1.04 1.63 -1.14
15 N -0.27 -2.51 0.35
16 O -0.09 0.42 -1.75
17 O -1.74 2.09 -0.21
18 O -1.49 1.94 1.92

Electronic structure analysis, natural (NBO) charges in units of e: -0.318 0.668 -0.507 -0.470 0.800 0.407 0.393 0.201 0.218 0.234 0.252 0.204 0.199 0.517 -0.925 -0.576 -0.718 -0.577

***

# 3
Below is a molecular structure, C3H3O4S2 in a non-equilibrium geometry, with properties calculated with ωB97M-V/def2-TZVPD.

Net charge   -1
LUMO energy   0.1062 hartree
Orbital gap   6.6 eV

Atoms and positions in Å:
1 C -0.91 -0.34 0.38
2 C 2.49 0.78 0.06
3 C -1.77 -0.03 -0.81
4 O 3.03 1.71 0.61
5 O 1.25 0.39 0.59
6 O 1.02 -1.98 1.16
7 O -2.97 0.55 -0.69
8 S 2.87 -0.20 -1.25
9 S 0.69 -1.03 0.03
10 H -1.23 -0.06 1.36
11 H -1.38 -0.35 -1.81
12 H -3.09 0.58 0.37

Electronic structure analysis, natural (NBO) charges in units of e: -0.588 0.557 0.151 -0.642 -0.748 -0.980 -0.672 -0.463 1.509 0.195 0.197 0.484

***

# 4
Below is a molecular structure, C5H4CsLiO7 in a non-equilibrium geometry, with properties calculated with ωB97M-V/def2-TZVPD.

LUMO energy   -0.0623 hartree
Orbital gap   4.7 eV

Atoms and positions in Å:
1 O 3.97 -2.70 0.64
2 C 4.73 -3.57 0.73
3 O 1.94 2.46 -0.55
4 Li 3.08 -0.84 0.31
5 O 3.49 1.03 0.26
6 O 1.54 0.24 -0.28
7 C 0.18 0.38 -0.63
8 C -0.67 0.61 0.61
9 O -1.94 1.13 0.26
10 C 2.37 1.37 -0.20
11 H 0.06 1.22 -1.33
12 H -0.12 -0.55 -1.13
13 H -0.20 1.38 1.24
14 H -0.77 -0.32 1.19
15 O -4.05 0.77 -0.32
16 O -2.75 -0.98 0.06
17 C -2.94 0.26 -0.01
18 Cs -7.91 -1.87 -0.84

Electronic structure analysis, natural (NBO) charges in units of e: -0.603 0.614 -0.688 0.935 -0.874 -0.666 -0.094 -0.089 -0.537 0.952 0.213 0.186 0.184 0.189 -0.826 -0.837 0.944 0.998

***

# 5
Below is C21H30N2O5S in the gas phase in a non-equilibrium geometry, with properties calculated with ωB97M-V/def2-TZVPD.

SMILES string   COCCCNC(=O)c1oc2ccc(S(=O)(=O)N(C)C3CCCCC3)cc2c1C
LUMO energy   0.0051 hartree
Orbital gap   9.0 eV

Atoms and positions in Å:
1 C -9.51 -1.61 0.50
2 O -8.17 -1.26 0.72
3 C -7.96 0.13 0.74
4 C -6.47 0.40 0.95
5 C -5.65 -0.10 -0.24
6 N -4.24 0.07 -0.03
7 C -3.52 1.04 -0.64
8 O -3.99 1.80 -1.47
9 C -2.11 1.10 -0.22
10 O -1.67 0.19 0.72
11 C -0.37 0.46 0.93
12 C 0.49 -0.19 1.81
13 C 1.80 0.25 1.85
14 C 2.22 1.32 1.05
15 S 3.95 1.80 1.10
16 O 4.52 1.31 2.32
17 O 4.03 3.19 0.80
18 N 4.66 0.98 -0.16
19 C 4.35 1.47 -1.48
20 C 4.91 -0.44 0.04
21 C 6.29 -0.83 -0.49
22 C 6.60 -2.28 -0.10
23 C 5.53 -3.21 -0.66
24 C 4.14 -2.80 -0.17
25 C 3.85 -1.36 -0.57
26 C 1.37 1.97 0.19
27 C 0.05 1.53 0.12
28 C -1.11 1.93 -0.62
29 C -1.17 3.04 -1.61
30 H -10.16 -1.21 1.30
31 H -9.56 -2.70 0.51
32 H -9.87 -1.23 -0.46
33 H -8.29 0.58 -0.21
34 H -8.54 0.59 1.56
35 H -6.15 -0.12 1.86
36 H -6.31 1.47 1.08
37 H -5.91 0.47 -1.14
38 H -5.87 -1.16 -0.41
39 H -3.79 -0.48 0.69
40 H 0.15 -1.01 2.43
41 H 2.52 -0.19 2.52
42 H 5.13 1.18 -2.17
43 H 3.38 1.11 -1.85
44 H 4.32 2.56 -1.41
45 H 4.91 -0.55 1.13
46 H 7.04 -0.16 -0.06
47 H 6.32 -0.73 -1.57
48 H 7.58 -2.56 -0.48
49 H 6.62 -2.36 0.99
50 H 5.74 -4.24 -0.36
51 H 5.55 -3.18 -1.75
52 H 4.10 -2.90 0.91
53 H 3.39 -3.46 -0.60
54 H 3.87 -1.27 -1.65
55 H 2.85 -1.07 -0.22
56 H 1.73 2.81 -0.39
57 H -0.88 3.97 -1.15
58 H -0.49 2.84 -2.44
59 H -2.18 3.12 -2.00

Electronic structure analysis, natural (NBO) charges in units of e: -0.244 -0.547 -0.058 -0.419 -0.232 -0.595 0.632 -0.625 0.173 -0.426 0.299 -0.237 -0.199 -0.348 2.341 -0.942 -0.941 -0.675 -0.430 -0.056 -0.405 -0.394 -0.396 -0.393 -0.424 -0.188 -0.057 -0.019 -0.653 0.164 0.194 0.165 0.163 0.169 0.203 0.215 0.229 0.209 0.406 0.231 0.246 0.211 0.182 0.241 0.232 0.222 0.192 0.211 0.198 0.209 0.193 0.195 0.210 0.197 0.216 0.243 0.224 0.221 0.267

***

# 6
Below is 6 unconnected molecules or ions with the total composition C16H36N5O8 in a non-equilibrium geometry, with properties calculated with ωB97M-V/def2-TZVPD.

Net charge   -1
LUMO energy   0.0901 hartree
Orbital gap   6.6 eV

Atoms and positions in Å:
1 O 0.57 -0.83 0.26
2 C 0.43 0.48 0.60
3 O -0.49 0.88 1.37
4 O 1.25 1.31 0.12
5 H 1.28 -0.73 -0.38
6 C -0.51 -4.35 -0.90
7 C -0.19 -4.61 0.50
8 O -0.27 -5.77 0.92
9 N 0.09 -3.52 1.25
10 C 0.26 -3.49 2.68
11 H -0.37 -3.31 -1.19
12 H -1.59 -4.52 -0.97
13 H 0.08 -5.01 -1.54
14 H 0.08 -2.61 0.81
15 H 0.39 -2.43 2.92
16 H 1.18 -3.93 3.07
17 H -0.64 -3.84 3.18
18 C -2.85 2.62 -2.64
19 C -2.53 2.17 -1.17
20 O -1.89 3.03 -0.58
21 N -2.83 1.10 -0.51
22 C -3.61 -0.15 -0.87
23 H -2.44 3.62 -2.77
24 H -3.90 2.52 -2.91
25 H -2.28 2.05 -3.37
26 H -2.49 0.88 0.41
27 H -3.82 -0.36 -1.92
28 H -4.49 -0.09 -0.22
29 H -3.01 -0.98 -0.51
30 C 4.63 5.14 -0.58
31 C 4.10 3.76 -0.18
32 O 3.14 3.68 0.60
33 N 4.79 2.67 -0.64
34 C 4.61 1.32 0.02
35 H 3.82 5.63 -1.12
36 H 5.52 5.17 -1.21
37 H 4.81 5.92 0.16
38 H 5.77 2.83 -0.84
39 H 4.11 1.15 0.97
40 H 5.50 0.68 0.07
41 H 4.12 0.68 -0.71
42 C 3.08 -3.65 -0.80
43 C 2.87 -2.82 -2.09
44 O 3.24 -1.66 -2.04
45 N 2.16 -3.30 -3.05
46 C 1.97 -2.70 -4.36
47 H 2.48 -4.56 -0.88
48 H 2.82 -3.11 0.10
49 H 4.13 -3.93 -0.72
50 H 1.77 -4.23 -2.92
51 H 2.71 -3.13 -5.04
52 H 1.99 -1.61 -4.45
53 H 1.03 -3.02 -4.79
54 C -4.65 3.94 3.47
55 C -3.46 3.08 2.92
56 O -2.50 3.66 2.38
57 N -3.41 1.76 2.99
58 C -4.57 0.86 3.29
59 H -4.67 4.75 2.74
60 H -4.34 4.36 4.43
61 H -5.62 3.51 3.70
62 H -2.59 1.25 2.67
63 H -5.14 1.06 4.20
64 H -4.38 -0.16 3.60
65 H -5.25 0.85 2.44

Electronic structure analysis, natural (NBO) charges in units of e: -0.788 0.926 -0.823 -0.769 0.503 -0.702 0.659 -0.670 -0.621 -0.419 0.223 0.236 0.210 0.444 0.226 0.194 0.196 -0.697 0.638 -0.600 -0.610 -0.425 0.247 0.195 0.208 0.442 0.198 0.185 0.200 -0.720 0.654 -0.562 -0.618 -0.445 0.240 0.192 0.233 0.373 0.241 0.180 0.230 -0.695 0.662 -0.647 -0.596 -0.417 0.193 0.253 0.226 0.392 0.186 0.243 0.198 -0.725 0.655 -0.580 -0.628 -0.435 0.246 0.226 0.204 0.445 0.192 0.212 0.184

***

# 7
Below is a molecular structure, C25H27FHfN8O11S4 in a non-equilibrium geometry, with properties calculated with ωB97M-V/def2-TZVPD.

LUMO energy   -0.0097 hartree
Orbital gap   7.5 eV

Atoms and positions in Å:
1 Hf -0.18 0.16 -0.44
2 N -3.19 0.52 3.17
3 C -2.22 0.71 2.22
4 S -2.68 0.69 0.57
5 N -1.02 0.92 2.69
6 N -0.01 0.95 1.79
7 C 1.02 1.61 2.18
8 C 2.21 1.66 1.36
9 C 3.26 2.51 1.65
10 C 4.38 2.49 0.84
11 C 4.43 1.59 -0.20
12 C 3.32 0.79 -0.43
13 N 2.22 0.83 0.31
14 H -4.13 0.67 2.85
15 H -2.96 0.83 4.10
16 H 1.00 2.11 3.14
17 H 3.19 3.19 2.50
18 H 5.21 3.16 1.02
19 H 5.28 1.53 -0.87
20 H 3.31 0.11 -1.27
21 O -2.42 3.27 -1.36
22 S -1.32 2.42 -1.69
23 O -1.66 1.03 -2.08
24 O -0.33 2.26 -0.58
25 C -0.64 3.07 -3.21
26 C -1.42 3.97 -3.91
27 C -1.05 4.32 -5.21
28 C 0.07 3.75 -5.80
29 C 0.85 2.86 -5.09
30 C 0.49 2.51 -3.80
31 S 1.64 1.65 -2.75
32 O 2.71 1.15 -3.57
33 O 1.99 2.67 -1.81
34 O 0.88 0.49 -2.14
35 H -2.30 4.38 -3.43
36 H -1.64 5.04 -5.75
37 H 0.34 4.03 -6.81
38 H 1.75 2.42 -5.50
39 C -0.67 -2.97 3.14
40 S -1.47 -2.80 1.53
41 C -0.52 -4.09 0.67
42 O -0.97 -1.49 1.02
43 H 0.36 -2.65 3.03
44 H -0.74 -4.00 3.47
45 H -1.19 -2.31 3.84
46 H -1.03 -5.04 0.81
47 H 0.49 -4.12 1.05
48 H -0.51 -3.81 -0.39
49 C -0.19 -1.73 -4.03
50 C -1.31 -1.86 -3.06
51 N -1.38 -1.52 -1.78
52 C -2.65 -1.89 -1.36
53 C -3.33 -2.46 -2.38
54 N -2.47 -2.44 -3.45
55 H 0.45 -0.91 -3.74
56 H -0.58 -1.55 -5.03
57 H 0.42 -2.63 -4.03
58 H -3.01 -1.69 -0.37
59 H -4.33 -2.87 -2.45
60 H -2.66 -2.77 -4.37
61 F 5.45 -2.20 -4.35
62 C 5.42 -2.08 -3.02
63 C 4.37 -2.52 -2.32
64 N 4.31 -2.42 -0.95
65 C 3.14 -2.92 -0.23
66 C 1.81 -2.36 -0.81
67 O 1.40 -2.87 -1.85
68 O 1.23 -1.47 -0.10
69 C 5.33 -1.84 -0.22
70 O 5.32 -1.72 0.99
71 N 6.40 -1.42 -0.99
72 C 6.58 -1.48 -2.37
73 O 7.59 -1.08 -2.89
74 H 3.51 -2.96 -2.80
75 H 3.25 -2.63 0.81
76 H 3.10 -4.00 -0.33
77 H 7.17 -1.02 -0.47

Electronic structure analysis, Löwdin charges in units of e: 1.638 0.070 -0.848 0.743 -0.019 -0.103 -0.053 -0.246 0.005 -0.032 -0.028 -0.143 0.062 0.075 0.092 0.133 0.117 0.115 0.119 0.105 -0.270 0.506 -0.418 -0.434 -0.218 -0.036 -0.055 -0.055 -0.035 -0.230 0.528 -0.272 -0.253 -0.465 0.116 0.109 0.109 0.118 -0.220 0.919 -0.212 -0.721 0.066 0.059 0.051 0.060 0.056 0.042 0.009 -0.340 0.015 -0.188 -0.066 0.109 0.053 0.090 0.080 0.032 0.113 0.159 0.095 -0.182 0.055 0.011 -0.023 -0.606 0.024 -0.172 -0.489 0.077 0.216 -0.399 0.105 0.143 0.122 0.136 0.167